[1]
116
Properties=species:S:1:pos:R:3:lowdin_charge:R:1 method="wB97M-V/def2-TZVPD" charge=-1 homo_lumo_gap_ev="6.859 / 5.436" de_lowest_kj_mol=0.0 e_homo_ev="-4.6436 / -4.5256" e_tot_ev=-144026.9840 s2=0.7627 multiplicity=2
Cu -0.4721 -0.7652 0.9251 0.430
C 3.7862 1.7633 2.1485 -0.129
C 3.8942 0.2335 2.1463 -0.520
C 4.8422 -0.2039 3.2547 -0.141
P 2.1303 -0.4908 2.0182 1.086
C 2.5717 -2.0437 3.0067 -0.541
C 1.3303 -2.7974 3.5285 -0.149
C 3.3563 -3.0181 2.0711 -0.123
C 1.1182 0.5932 2.9938 -0.384
C 1.4064 0.6636 4.3530 -0.108
C 0.9082 1.7208 5.1160 -0.106
C 0.0710 2.6855 4.5609 -0.077
C -0.2520 2.6221 3.1957 -0.037
C 0.0971 1.4751 2.4394 -0.310
N -0.4760 1.1184 1.2457 -0.032
C -1.6579 1.7232 0.7901 -0.269
C -2.7019 2.0101 1.7004 -0.031
C -4.0027 2.2516 1.2458 -0.072
C -4.2865 2.2923 -0.1099 -0.097
C -3.2648 2.0554 -1.0102 -0.136
C -1.9179 1.9422 -0.6151 -0.319
P -0.7262 2.3918 -1.8838 1.112
C -1.4147 4.0095 -2.6420 -0.554
C -0.3711 4.6437 -3.5651 -0.133
C -1.7274 4.9718 -1.4988 -0.132
C -0.9061 1.3134 -3.4350 -0.529
C -2.2269 0.5458 -3.5864 -0.124
C 0.3621 0.4351 -3.4588 -0.140
H 4.6793 2.1654 1.6729 0.071
H 3.6363 2.1426 3.1614 0.078
H 2.9567 2.1196 1.5228 0.046
H 4.3770 -0.0999 1.1923 0.097
H 4.4904 0.1413 4.2372 0.077
H 5.7735 0.3307 3.0681 0.074
H 5.0664 -1.2697 3.3188 0.058
H 3.2347 -1.7365 3.8520 0.075
H 0.5669 -2.9035 2.7462 0.026
H 0.8599 -2.3809 4.4046 0.054
H 1.6593 -3.8253 3.7726 0.077
H 2.6892 -3.3517 1.2465 0.074
H 3.6116 -3.9054 2.6546 0.067
H 4.2732 -2.6206 1.6496 0.053
H 2.0093 -0.1392 4.8142 0.107
H 1.2017 1.8160 6.1438 0.084
H -0.3581 3.4448 5.1723 0.088
H -0.8623 3.3772 2.7318 0.098
H -2.5024 1.8458 2.7633 0.109
H -4.7679 2.4075 2.0063 0.103
H -5.3039 2.5092 -0.4648 0.104
H -3.4521 2.0488 -2.0976 0.086
H -2.3136 3.7234 -3.2070 0.096
H 0.4190 5.0438 -2.9409 0.049
H -0.8022 5.4566 -4.1778 0.079
H 0.0343 3.9253 -4.2844 0.057
H -0.8698 5.1426 -0.8349 0.071
H -2.5569 4.6307 -0.8910 0.058
H -1.9841 5.9351 -1.9293 0.067
H -0.8241 1.9807 -4.3032 0.084
H -2.4837 0.1238 -2.6110 0.051
H -2.0751 -0.2949 -4.2952 0.078
H -3.0699 1.1506 -3.9754 0.076
H 0.4204 -0.2161 -2.5825 0.064
H 1.2930 0.9826 -3.5679 0.052
H 0.3138 -0.1771 -4.3843 0.076
C -2.1623 -5.2594 3.2730 -0.124
O -1.9675 -3.8911 2.7179 -0.299
C -2.2087 -2.8688 3.6411 -1.299
S -3.0781 -3.1631 5.0784 0.505
S -1.5947 -1.4219 3.1005 0.723
H -1.6494 -5.9299 2.5754 0.076
H -3.2456 -5.4576 3.3383 0.072
H -1.6459 -5.3173 4.2398 0.058
C -5.6454 -2.7551 -1.2630 -0.078
C -4.4049 -3.0206 -2.1392 -0.184
C -3.1779 -3.4331 -1.3264 -0.257
C -3.4446 -4.5937 -0.2759 -0.136
C -4.1225 -5.7987 -0.9840 -0.076
C -2.1252 -3.9268 -2.3904 -0.354
O -2.4019 -4.5217 -3.4152 0.070
N -0.7939 -3.8377 -1.9056 0.193
C -0.2796 -2.9125 -1.0013 -0.563
O 0.9093 -2.7927 -0.8086 0.041
N -1.2127 -2.1476 -0.3386 0.082
C -2.5554 -2.1915 -0.5191 -0.413
O -3.3191 -1.3485 -0.0213 0.026
H -6.4678 -2.3291 -1.8370 0.066
H -5.3629 -2.0247 -0.5108 0.061
H -6.0041 -3.6721 -0.7890 0.061
H -4.1098 -2.0959 -2.6473 0.113
H -4.5867 -3.7421 -2.9499 0.110
H -3.9885 -4.1987 0.5638 0.110
H -2.4559 -4.9265 0.0889 0.111
H -5.1953 -5.7930 -0.9547 0.056
H -3.8137 -6.7416 -0.5215 0.069
H -3.7809 -5.8357 -2.0162 0.062
H -0.1010 -4.3267 -2.4440 0.144
C 2.2900 3.9944 -0.5227 -0.077
N 3.2059 3.3529 -1.4532 -0.120
C 3.9454 4.2248 -2.3222 -0.090
C 3.2175 1.9822 -1.5619 -0.489
O 2.3054 1.3067 -1.0248 -0.054
N 4.2090 1.3558 -2.2649 -0.129
C 4.1603 -0.1015 -2.2873 -0.058
C 5.4845 1.8935 -2.7070 -0.083
H 2.7890 4.3336 0.3976 0.083
H 1.4575 3.3126 -0.2490 0.052
H 1.7966 4.8807 -0.9959 0.075
H 3.3721 5.1479 -2.4059 0.077
H 4.0273 3.8165 -3.3292 0.081
H 4.9499 4.5329 -1.9375 0.091
H 3.1835 -0.4545 -1.9075 0.088
H 4.9905 -0.5641 -1.7319 0.085
H 4.2439 -0.4232 -3.3517 0.094
H 5.8802 2.6454 -2.0160 0.077
H 5.4943 2.3358 -3.7202 0.085
H 6.1799 1.0379 -2.6861 0.084

[2]
118
Properties=species:S:1:pos:R:3:lowdin_charge:R:1 method="wB97M-V/def2-TZVPD" charge=0 homo_lumo_gap_ev=9.393 e_homo_ev=-9.1049 smiles="CB(O)[C@@](CC(=O)OC(C)=O)(OC(=O)CC(=O)F)c1ccccc1.C1CCOC1.C1CCOC1.C1CCOC1.C1CCOC1.C1CCOC1.C1CCOC1" e_tot_ev=-71491.6337
C 1.2910 2.1454 2.3891 0.028
B 1.2763 2.6595 0.8976 -0.451
O 1.9363 3.8092 0.5629 0.177
C 0.4815 1.8852 -0.3002 -0.249
C -0.4636 0.8274 0.2890 0.001
C -1.1764 -0.0402 -0.7259 -0.382
O -0.9022 -0.1642 -1.8863 0.175
O -2.2786 -0.7065 -0.1976 0.093
C -3.0823 -1.2782 -1.1923 -0.439
C -4.2440 -0.5174 -1.7708 0.038
O -2.8365 -2.3875 -1.5864 0.145
O -0.1503 2.8616 -1.1821 0.054
C -1.4001 3.2006 -0.8216 -0.436
O -1.7257 3.5844 0.2715 0.147
C -2.4737 3.1335 -1.9286 0.042
C -1.9106 2.8061 -3.2974 -0.453
O -2.2413 1.8426 -3.9201 0.160
F -1.0222 3.6947 -3.7654 0.128
C 1.5915 1.2257 -1.1270 -0.159
C 2.6310 0.5745 -0.5084 -0.029
C 3.6416 0.0061 -1.2387 -0.071
C 3.6492 0.0290 -2.6073 -0.072
C 2.5924 0.6601 -3.2274 -0.064
C 1.6013 1.2511 -2.5033 -0.026
H 1.7263 1.1394 2.3757 0.069
H 1.8436 2.8191 3.0387 0.066
H 0.2452 2.0255 2.7013 0.061
H 2.2146 3.7647 -0.3609 0.116
H 0.1645 0.1509 0.8811 0.151
H -1.1821 1.2300 1.0066 0.133
H -5.0849 -0.4597 -1.0700 0.102
H -3.9955 0.5116 -2.0416 0.048
H -4.6203 -0.9971 -2.6712 0.102
H -2.9067 4.1374 -1.9782 0.142
H -3.2106 2.4094 -1.5933 0.118
H 2.7124 0.4753 0.5696 0.115
H 4.4711 -0.4772 -0.7320 0.111
H 4.4459 -0.4115 -3.1917 0.102
H 2.5875 0.6676 -4.3120 0.113
H 0.7969 1.7390 -3.0387 0.112
C -2.8287 5.4126 3.5781 -0.167
C -1.6333 4.4918 3.3783 -0.178
C -1.6045 3.7290 4.6947 -0.203
O -2.9601 3.6449 5.1479 -0.139
C -3.7768 4.5231 4.3679 -0.207
H -3.2632 5.7769 2.6478 0.111
H -2.5368 6.2771 4.1800 0.113
H -1.8281 3.8066 2.5514 0.083
H -0.7017 5.0179 3.1715 0.120
H -1.0250 4.2658 5.4540 0.118
H -1.1922 2.7240 4.5921 0.107
H -4.3938 3.9106 3.7007 0.115
H -4.4362 5.0885 5.0277 0.115
C -3.0872 -5.4080 -2.1587 -0.184
C -3.3365 -6.8265 -1.6720 -0.172
C -2.7229 -7.6566 -2.7892 -0.208
O -1.6481 -6.8801 -3.3285 -0.143
C -1.7268 -5.5397 -2.8214 -0.197
H -3.1025 -4.6655 -1.3683 0.081
H -3.8409 -5.1321 -2.9006 0.119
H -2.7938 -6.9978 -0.7375 0.101
H -4.3883 -7.0547 -1.5019 0.112
H -3.4468 -7.8397 -3.5911 0.115
H -2.3405 -8.6178 -2.4421 0.114
H -0.9172 -5.4038 -2.0956 0.116
H -1.5832 -4.8304 -3.6363 0.118
C 5.3508 2.4392 6.1710 -0.173
C 5.7862 1.0942 5.6059 -0.173
C 4.5077 0.6081 4.9406 -0.203
O 3.8010 1.7755 4.5071 -0.158
C 4.4011 2.9367 5.0922 -0.205
H 6.1753 3.1253 6.3596 0.112
H 4.8090 2.2910 7.1084 0.114
H 6.5669 1.2415 4.8555 0.114
H 6.1635 0.4019 6.3573 0.112
H 3.8705 0.0688 5.6496 0.118
H 4.6991 -0.0401 4.0840 0.116
H 4.9411 3.4733 4.3046 0.119
H 3.6214 3.5905 5.4852 0.117
C 8.6588 -0.3747 -4.0340 -0.173
C 9.2184 0.5241 -2.9402 -0.174
C 8.0457 0.6063 -1.9753 -0.206
O 7.3342 -0.6319 -2.0863 -0.156
C 7.8098 -1.3485 -3.2318 -0.206
H 9.4232 -0.8704 -4.6307 0.112
H 8.0256 0.2088 -4.7071 0.114
H 10.0683 0.0363 -2.4568 0.114
H 9.5444 1.5003 -3.2963 0.112
H 7.3616 1.4169 -2.2489 0.117
H 8.3603 0.7526 -0.9413 0.116
H 8.4056 -2.1965 -2.8781 0.117
H 6.9609 -1.7340 -3.7985 0.113
C -1.1203 -5.5493 2.1305 -0.173
C 0.0938 -6.4601 2.0145 -0.173
C 0.1455 -7.0837 3.4016 -0.207
O -1.2045 -7.1483 3.8727 -0.141
C -2.0453 -6.3704 3.0148 -0.205
H -1.5689 -5.2905 1.1714 0.102
H -0.8421 -4.6224 2.6386 0.114
H -0.0909 -7.2315 1.2626 0.112
H 1.0123 -5.9392 1.7474 0.112
H 0.7183 -6.4599 4.0966 0.116
H 0.5778 -8.0851 3.3982 0.115
H -2.6537 -7.0602 2.4192 0.114
H -2.7121 -5.7533 3.6182 0.116
C -7.6544 3.3922 -2.9785 -0.171
C -6.4696 3.6552 -3.8992 -0.168
C -5.9804 2.2434 -4.1856 -0.204
O -7.1279 1.3926 -4.1324 -0.138
C -8.2292 2.1139 -3.5702 -0.203
H -8.3761 4.2071 -2.9459 0.112
H -7.3011 3.2085 -1.9604 0.113
H -6.8133 4.1271 -4.8226 0.116
H -5.7017 4.2908 -3.4585 0.105
H -5.2719 1.9056 -3.4203 0.091
H -5.5036 2.1531 -5.1620 0.123
H -8.9383 2.3333 -4.3754 0.118
H -8.7304 1.4925 -2.8272 0.116